The following is a quantum chemistry calculation of an isolated ion of composition C3H7N2S2 and charge +1, from the OMol25 dataset.

* Kohn-Sham gap: 8.5 eV
* lowest unoccupied orbital energy: -4.06 eV
* electronic energy: -1024.00396 Eh
* energy relative to the best compared isomer or geometry (same formula, charge and spin): 99.80 kcal/mol
* M: 135.237 g/mol
* net charge: +1
* HOMO level: -12.5 eV

Last column: natural (NBO) charge in e.
Geometry (Å):
C (1.170, 0.623, -0.003)  0.066
C (-0.711, 1.439, 0.230)  -0.314
C (-0.579, -1.017, 0.005)  -0.058
N (0.782, -0.675, -0.123)  -0.607
N (-1.308, 0.190, -0.394)  -0.568
S (2.489, 1.557, -0.059)  0.130
S (2.034, -1.920, -0.300)  0.213
H (-0.706, 1.241, 1.335)  0.227
H (-0.990, 2.455, -0.131)  0.275
H (-0.718, -1.930, -0.675)  0.256
H (-0.799, -1.355, 1.053)  0.236
H (-2.335, 0.297, -0.006)  0.478
H (-1.331, 0.320, -1.510)  0.472
H (3.004, -1.226, 0.578)  0.196



The following is a quantum chemistry calculation of an isolated ion of composition C3H7N2S3 and charge +1, from the OMol25 dataset.

* Kohn-Sham gap (alpha / beta): 7.4 / 7.4 eV
* lowest unoccupied orbital energy (alpha / beta): -5.14 / -5.14 eV
* electronic energy: -1422.25105 Eh
* energy relative to the best compared isomer or geometry (same formula, charge and spin): 16.73 kcal/mol
* M: 167.304 g/mol
* net charge: +1
* HOMO level (alpha / beta): -12.5 / -12.5 eV

Last column: natural (NBO) charge in e.
Geometry (Å):
C (-3.085, -1.900, 0.462)  -0.675
S (-1.441, -1.618, -0.384)  0.135
S (-1.758, 0.444, -0.475)  0.306
C (-0.448, 1.531, -0.299)  -0.026
N (0.851, 1.386, -0.512)  -0.483
C (1.746, 0.356, -0.172)  0.180
N (2.898, 0.801, -0.032)  -0.535
S (4.215, -0.131, 0.341)  0.290
H (-3.556, -2.904, 0.090)  0.273
H (-3.512, -0.991, 0.091)  0.227
H (-2.825, -1.977, 1.504)  0.242
H (-0.885, 2.518, -0.554)  0.267
H (1.296, 2.252, -0.690)  0.441
H (1.356, -0.642, 0.022)  0.202
H (5.150, 0.875, 0.607)  0.156